# 1
Here is C24H27AsAuFN as an isolated structure from OMol25. Energies are from ωB97M-V/def2-TZVPD.

Properties
* E_HOMO: -0.1394 hartree
* net charge: -1
* frontier orbital gap: 6.585 eV
* LUMO energy: 2.792 eV

CARTESIAN COORDINATES (ANGSTROEM)
Au: -0.249292 0.103667 0.206024
C: -0.718120 -5.910570 -1.754120
C: 0.154036 -4.692991 -1.658388
C: 0.823514 -4.189749 -2.762718
C: 1.589652 -3.035706 -2.679166
C: 2.366359 -2.617318 -3.894722
C: 1.682271 -2.321973 -1.473081
As: 2.711915 -0.621079 -1.382600
N: 1.696296 0.461140 -0.285015
C: 2.296199 1.541063 0.277255
C: 1.533968 2.488654 0.993931
C: 2.089842 3.610196 1.557193
C: 3.450707 3.863758 1.458907
C: 4.236157 2.944471 0.780463
C: 3.678478 1.821852 0.209169
C: 2.270375 0.299694 -3.114668
C: 0.975255 0.487417 -3.599746
C: -0.216437 -0.211719 -3.026471
C: 0.754075 1.289591 -4.714225
C: 1.787934 1.889345 -5.405100
C: 1.507193 2.738412 -6.612368
C: 3.080351 1.654037 -4.955968
C: 3.329193 0.885404 -3.827031
C: 4.757954 0.651347 -3.416769
C: 1.156438 -2.929582 -0.325017
C: 1.491496 -2.474951 1.068903
C: 0.373244 -4.073013 -0.439957
H: -0.726590 -6.300475 -2.770208
H: -1.738631 -5.659736 -1.466830
H: -0.364276 -6.692576 -1.081228
H: 0.756964 -4.712918 -3.711271
H: 2.311873 -3.386676 -4.663511
H: 3.414874 -2.463403 -3.627413
H: 1.992525 -1.687703 -4.319409
H: 0.470086 2.316874 1.090830
H: 1.448707 4.308533 2.081710
H: 3.881609 4.751235 1.901187
H: 5.303750 3.113779 0.692388
H: 4.318397 1.101291 -0.296031
H: 0.072667 -0.893414 -2.232523
H: -0.726215 -0.781831 -3.806356
H: -0.929954 0.499708 -2.612770
H: -0.266221 1.427818 -5.047831
H: 0.433479 2.796179 -6.784890
H: 1.978565 2.315944 -7.500569
H: 1.892165 3.748574 -6.472474
H: 3.910816 2.080719 -5.504863
H: 5.446118 1.121800 -4.118061
H: 4.971812 -0.419048 -3.380609
H: 4.936652 1.063557 -2.422537
H: 2.241486 -1.682675 1.054606
H: 1.891244 -3.322970 1.629793
H: 0.607321 -2.110123 1.591858
H: -0.059534 -4.498362 0.457235
F: -2.133597 -0.244994 0.702574

Force components x, y, z for each atom (eV/Å):
Au 0.0451 -0.0553 -0.1564
C 0.0357 0.0739 0.0279
C 0.1055 0.0012 0.1125
C -0.0429 0.0181 0.0784
C 0.1174 0.1442 -0.1288
C -0.0758 0.0339 -0.1360
C -0.0078 -0.0939 0.0254
As 0.1034 -0.0679 -0.2202
N -0.5240 -0.7339 -0.1349
C 0.4761 0.5363 0.2676
C -0.3353 -0.0965 -0.0284
C 0.1274 0.1750 0.0892
C 0.1716 0.1643 0.0645
C 0.0502 0.2751 0.1180
C 0.1414 -0.5573 -0.3752
C -0.0933 0.0677 0.0793
C -0.0640 -0.0777 0.1104
C -0.0905 -0.0448 0.1475
C 0.0884 0.0194 -0.0105
C -0.1105 -0.0725 0.0496
C 0.0655 -0.0565 0.0788
C -0.0446 0.0360 -0.0067
C 0.1187 -0.0988 0.0411
C 0.0032 0.0165 0.0576
C 0.0766 0.0930 0.1134
C 0.1197 0.1571 0.0243
C 0.0124 -0.0147 -0.1983
H -0.0448 -0.0702 -0.0319
H -0.0999 -0.0683 -0.0146
H -0.0338 -0.0696 -0.0018
H 0.0003 0.0251 -0.0271
H 0.0618 -0.0784 -0.0058
H 0.0382 0.0615 -0.1164
H 0.0628 -0.0891 -0.0655
H -0.0468 0.0110 -0.0112
H -0.0378 0.0024 0.0281
H 0.0537 0.0414 0.0137
H 0.0203 -0.0515 -0.0087
H 0.0134 0.2098 0.1004
H -0.2745 0.0637 -0.0932
H -0.0154 -0.0489 -0.0308
H -0.0475 0.0258 0.0336
H -0.1190 0.0169 -0.0773
H -0.0027 0.0587 -0.0733
H 0.0121 0.0403 -0.0727
H 0.0034 0.0648 -0.0557
H 0.1321 0.0424 0.0103
H 0.0167 0.0228 -0.0253
H 0.1000 0.0645 0.0528
H 0.1235 -0.0560 -0.0228
H -0.1484 -0.0340 0.1798
H 0.0327 -0.0230 0.0063
H 0.0448 0.0787 0.0264
H -0.0275 -0.0153 0.1035
F -0.2875 -0.0674 0.0894


# 2
Here is C24H27AuIN2OSbSi as an isolated structure from OMol25. Energies are from ωB97M-V/def2-TZVPD.

Properties
* E_HOMO: -0.2814 hartree
* frontier orbital gap: 7.887 eV
* LUMO energy: 0.231 eV

CARTESIAN COORDINATES (ANGSTROEM)
Au: -0.833004 1.200314 0.791733
C: 0.827622 3.036563 -2.777180
Sb: -0.107255 3.290912 -0.877306
C: 1.434821 4.383380 0.092462
C: -1.384024 4.913131 -1.426408
H: 1.145373 4.008306 -3.152560
H: 0.126225 2.585938 -3.477163
H: 1.698076 2.390749 -2.672732
H: 1.754385 5.217156 -0.530853
H: 2.275312 3.711316 0.273001
H: 1.066942 4.755946 1.046494
H: -0.820933 5.667106 -1.974796
H: -1.809858 5.362221 -0.530617
H: -2.193031 4.540963 -2.052941
I: -6.923088 0.350734 -2.184679
C: -5.149872 0.170134 -1.156103
C: -4.684098 -0.938521 -0.487950
N: -3.490563 -0.592862 0.022724
N: -3.148203 0.665883 -0.270055
C: -4.151917 1.144697 -0.985844
H: -5.109223 -1.916863 -0.345481
H: -2.864910 -1.149549 0.584415
H: -4.127947 2.156542 -1.355953
O: -0.169335 0.536051 2.459000
C: -0.119683 -4.396005 3.838675
C: -0.806185 -3.216982 4.092163
C: -0.628570 -2.107513 3.274783
C: 0.230932 -2.164089 2.174392
C: 0.916873 -3.361544 1.938656
C: 0.751797 -4.466602 2.762249
Si: 0.503656 -0.753443 0.949651
C: -0.017501 -1.431330 -0.735630
C: -0.832812 -2.559076 -0.850491
C: -1.294876 -2.990900 -2.087650
C: -0.946555 -2.301475 -3.239520
C: -0.127019 -1.182948 -3.150703
C: 0.327117 -0.756343 -1.912824
C: 2.267001 -0.118695 0.890466
C: 3.199284 -0.622561 -0.019449
C: 4.506945 -0.153545 -0.039964
C: 4.900865 0.827319 0.857816
C: 3.986514 1.334349 1.773145
C: 2.679078 0.870834 1.788558
H: -0.256420 -5.255345 4.483631
H: -1.472852 -3.154951 4.943756
H: -1.102621 -1.162858 3.490269
H: 1.596651 -3.437797 1.094265
H: 1.300118 -5.379434 2.564210
H: -1.105782 -3.117229 0.039166
H: -1.923763 -3.870255 -2.152520
H: -1.305764 -2.637647 -4.203822
H: 0.157130 -0.645875 -4.047343
H: 0.971308 0.115754 -1.858069
H: 2.903753 -1.388880 -0.728871
H: 5.216213 -0.554985 -0.753063
H: 5.919483 1.194872 0.846289
H: 4.295808 2.096256 2.478457
H: 1.948382 1.258671 2.488117

Force components x, y, z for each atom (eV/Å):
Au -1.0187 2.4765 -1.8604
C 0.0321 -0.0503 0.0548
Sb -0.2942 -0.3382 0.0287
C 0.0488 -0.0616 -0.0220
C -0.0123 -0.0052 0.0549
H -0.0062 0.0101 0.0055
H 0.0060 -0.0194 0.0037
H 0.0019 -0.0186 -0.0172
H -0.0010 0.0044 -0.0063
H -0.0467 0.0404 0.0228
H 0.0180 -0.0101 0.0164
H 0.0253 -0.0137 0.0028
H -0.0160 -0.0019 -0.0065
H -0.0050 0.0102 -0.0038
I 0.0065 0.0007 0.0032
C 0.0135 -0.0094 0.0079
C -0.0221 -0.0144 -0.0047
N -0.0087 0.0392 0.0523
N -0.0515 -0.0358 0.0144
C 0.0315 -0.0045 -0.0503
H -0.0008 -0.0008 -0.0059
H 0.0059 -0.0171 -0.0401
H -0.0064 0.0023 0.0024
O 0.9780 -2.0329 -0.6618
C -0.0252 -0.0210 0.0200
C -0.0077 0.0489 0.0129
C 0.1885 -0.0622 -0.0943
C 0.2210 -0.5201 -0.5435
C -0.0914 -0.0364 0.0546
C 0.0575 -0.0042 -0.0250
Si 0.0923 0.5779 3.3883
C -0.0570 0.2029 -0.0882
C -0.0471 -0.0192 0.0186
C 0.0079 0.0041 -0.0148
C 0.0030 0.0032 0.0145
C 0.0056 -0.0165 -0.0005
C 0.0053 0.0322 -0.0077
C 0.0066 -0.2097 -0.3200
C 0.0168 0.0371 -0.0020
C 0.0090 -0.0153 -0.0035
C 0.0041 -0.0022 -0.0039
C -0.0063 0.0362 -0.0070
C 0.0492 -0.0184 -0.0462
H -0.0034 0.0040 0.0006
H -0.0064 0.0019 -0.0012
H -0.1378 0.0374 0.0265
H -0.0101 -0.0016 -0.0106
H 0.0062 0.0004 0.0062
H 0.0215 0.0081 0.0078
H 0.0023 -0.0020 0.0029
H -0.0011 0.0033 -0.0020
H 0.0014 -0.0011 -0.0021
H -0.0222 -0.0082 0.0125
H 0.0021 -0.0011 0.0025
H 0.0041 -0.0015 -0.0011
H 0.0027 -0.0008 0.0049
H 0.0018 0.0031 0.0008
H 0.0288 -0.0091 0.0091


# 3
Here is C24H27BCl3GeN9PtS2 as an isolated structure from OMol25. Energies are from ωB97M-V/def2-TZVPD.

Properties
* 2S+1: 2
* E_HOMO (spin up / spin down): -0.5858 / -0.5928 hartree
* <S²>: 0.758
* net charge: +3
* frontier orbital gap (spin up / spin down): 5.653 / 5.833 eV
* LUMO energy (spin up / spin down): -10.287 / -10.297 eV

CARTESIAN COORDINATES (ANGSTROEM)
Pt: 0.199751 0.920294 0.626262
C: 2.944379 0.385100 1.841624
N: 2.374342 0.930630 0.565313
C: 2.946669 0.369773 -0.683608
C: 1.982041 -0.577219 -1.336361
N: 0.744903 -0.757986 -0.893031
C: 0.243712 -1.793795 -1.614232
C: -0.963354 -2.522283 -1.437161
C: -1.274229 -3.489332 -2.447533
C: -0.368727 -3.805662 -3.441074
C: 0.881066 -3.183751 -3.507281
C: 1.170712 -2.198525 -2.575741
N: 2.276882 -1.386107 -2.364495
C: 1.906003 -0.319643 2.663259
N: 0.616241 -0.141283 2.476725
C: -0.047277 -0.854621 3.474804
C: -1.400290 -0.984814 3.778321
C: -1.723813 -1.753929 4.877267
C: -0.741720 -2.376089 5.665111
C: 0.601127 -2.240024 5.383270
C: 0.918992 -1.464979 4.274549
N: 2.149079 -1.094903 3.730154
H: 3.333699 1.223716 2.421867
H: 3.786834 -0.273042 1.628086
H: 2.542106 1.934095 0.568594
H: 3.862612 -0.182814 -0.463674
H: 3.227008 1.175403 -1.364210
H: -1.737325 -2.109517 -0.796793
H: -2.229231 -4.000493 -2.410447
H: -0.624051 -4.559964 -4.172787
H: 1.591166 -3.466242 -4.275729
H: 3.161556 -1.437030 -2.850955
H: -2.168222 -0.492664 3.199029
H: -2.763257 -1.866680 5.154341
H: -1.047103 -2.959293 6.522712
H: 1.361764 -2.699134 6.000306
H: 3.055503 -1.383788 4.064850
C: 2.717322 4.858029 0.104859
N: 1.641939 4.374745 -0.762616
C: 1.532648 4.653437 -2.103738
C: 0.335576 4.155136 -2.511881
N: -0.294868 3.596586 -1.431380
B: -1.859951 3.343357 -1.345897
N: -2.298799 1.879784 -1.765124
C: -2.928157 1.585900 -2.954854
C: -3.649766 0.452689 -2.795240
N: -3.445514 0.035710 -1.496012
C: -4.162138 -1.057781 -0.847019
C: -2.609380 0.907074 -0.896982
S: -2.090993 0.765789 0.755576
C: 0.520285 3.726915 -0.374336
S: 0.218809 3.139384 1.241284
H: 3.425756 5.407675 -0.507354
H: 3.237172 4.032956 0.590381
H: 2.317198 5.519482 0.868649
H: 2.281971 5.219201 -2.630901
H: -0.141114 4.216730 -3.474990
H: -2.176775 3.485250 -0.205942
H: -2.373266 4.103931 -2.108448
H: -2.864846 2.247840 -3.801110
H: -4.330220 -0.055531 -3.456705
H: -4.461289 -1.779739 -1.603037
H: -5.052693 -0.680609 -0.347514
H: -3.526720 -1.527392 -0.098040
Cl: 1.517760 -3.361142 0.823191
Ge: -0.345633 -4.046021 0.067484
Cl: -1.860332 -3.804987 1.507526
Cl: -0.063545 -5.957794 -0.721131

Force components x, y, z for each atom (eV/Å):
Pt -0.0979 -0.2274 -0.5634
C -0.0091 -0.0450 0.0065
N 0.0729 0.2185 0.0910
C -0.0749 -0.1889 0.0238
C -0.0080 0.1663 0.1504
N 0.1517 0.1271 0.5803
C -0.1291 -0.0217 -0.1258
C -0.0439 -0.3275 0.2323
C -0.0563 0.1932 -0.0164
C 0.0855 -0.0797 -0.1035
C -0.0460 -0.0584 -0.0778
C 0.0092 0.1215 -0.0146
N 0.0078 -0.1883 0.0166
C -0.0693 0.1777 -0.0203
N 0.2800 -0.0107 -0.2927
C -0.0923 0.0250 0.0565
C -0.0787 -0.0439 0.0297
C -0.0540 0.0460 -0.0467
C 0.0452 -0.0099 0.0098
C -0.0144 -0.0326 0.0157
C 0.1506 0.0407 -0.0303
N 0.0002 -0.1293 -0.0863
H 0.0031 0.0034 0.0120
H 0.0015 -0.0193 -0.0120
H 0.1059 -0.0509 0.0283
H 0.0614 0.0355 -0.0274
H -0.1391 0.0435 -0.0244
H -0.0467 0.0822 -0.1679
H 0.0125 -0.0219 0.0404
H 0.0220 0.0022 0.0065
H -0.0101 -0.0009 0.0001
H -0.0082 0.0118 -0.0240
H 0.0176 0.0011 -0.0032
H 0.0035 -0.0011 0.0050
H 0.0054 -0.0035 0.0012
H -0.0090 0.0022 0.0000
H 0.0042 0.0555 0.0565
C -0.0080 0.0114 0.0058
N 0.0115 -0.0296 -0.0530
C -0.0161 0.0133 0.0217
C -0.0070 0.0853 -0.0139
N -0.0131 0.0969 -0.0099
B 0.0348 -0.1017 0.0638
N -0.0435 -0.0459 0.1053
C -0.0424 0.1031 -0.0346
C -0.0784 0.0365 0.0488
N 0.1106 -0.1709 -0.0067
C -0.0554 0.0585 -0.0270
C 0.0808 0.1001 -0.1250
S -0.0548 0.0131 0.0329
C 0.0327 -0.1618 0.1147
S -0.0233 -0.0294 0.1707
H -0.0020 0.0011 -0.0083
H -0.0211 -0.0159 -0.0004
H -0.0106 0.0059 0.0037
H -0.0105 -0.0172 -0.0065
H 0.0101 0.0029 0.0203
H -0.0229 0.0671 -0.0165
H 0.0254 -0.0381 -0.0981
H 0.0037 -0.0212 0.0135
H 0.0273 -0.0021 -0.0064
H 0.0156 -0.0044 0.0022
H -0.0139 0.0033 -0.0073
H -0.0277 0.0258 0.0361
Cl -0.0350 -0.0219 0.0583
Ge 0.0624 0.1873 0.2078
Cl 0.1285 -0.0890 -0.2495
Cl -0.1108 0.0448 0.0315


# 4
Here is C24H27Br2CdN6O as an isolated structure from OMol25. Energies are from ωB97M-V/def2-TZVPD.

Properties
* E_HOMO: -0.3326 hartree
* net charge: +1
* frontier orbital gap: 5.389 eV
* LUMO energy: -3.661 eV

CARTESIAN COORDINATES (ANGSTROEM)
Cd: 0.047346 -0.160862 0.378532
C: 4.488320 0.754154 1.897400
C: 3.153207 0.554741 1.283058
N: 2.092578 -0.017915 1.745697
C: 2.005840 -0.204951 3.207415
C: 0.723739 -0.978684 3.564689
N: -0.480498 -0.613818 2.823916
C: -1.276652 0.518390 3.452084
C: -1.188411 1.866662 2.668839
N: -0.956914 1.899021 1.247037
C: -2.135852 2.357348 0.430219
C: -1.917880 2.228013 -1.151623
N: -0.740850 1.399212 -1.452344
C: 0.193784 1.740870 -2.283929
C: 0.050853 1.968987 -3.743950
C: 1.584372 1.792332 -1.766822
C: 2.604999 2.368169 -2.521442
C: 3.928019 2.346616 -2.000776
C: 4.213404 1.615592 -0.810812
C: 3.074960 1.158517 -0.048841
N: 1.863329 1.194313 -0.597847
H: 4.678433 0.075387 2.684475
H: 4.472989 1.762324 2.344670
H: 5.256312 0.702305 1.146210
H: 2.153499 0.708875 3.782036
H: 2.800173 -0.897059 3.536836
H: 0.561480 -0.985366 4.670984
H: 0.932401 -2.059449 3.311056
H: -1.088515 -1.452345 2.827714
H: -0.813764 0.730164 4.418662
H: -2.312431 0.205390 3.545453
H: -0.332009 2.354302 3.206228
H: -2.168325 2.336820 2.892935
H: -0.141594 2.517892 1.040900
H: -2.341195 3.409749 0.626000
H: -3.052374 1.770795 0.751224
H: -1.797279 3.305025 -1.449541
H: -2.835887 1.703380 -1.525207
H: -1.028065 1.923425 -3.998195
H: 0.578306 1.160210 -4.316856
H: 0.508108 2.937544 -4.086103
H: 2.350712 2.907539 -3.480786
H: 4.785643 2.793380 -2.560679
H: 5.238617 1.420971 -0.544885
Br: 1.595524 -4.758021 -2.214509
C: -0.037507 -3.885762 -2.154153
C: -1.033814 -4.571838 -2.842009
C: -2.369854 -4.308297 -2.703174
Br: -3.636266 -5.154147 -3.771555
C: -2.707337 -3.335376 -1.714999
C: -4.045814 -3.135987 -1.327690
C: -4.321376 -2.223769 -0.294452
C: -3.308624 -1.299846 0.029871
N: -2.049185 -1.430947 -0.370530
C: -1.690701 -2.504310 -1.131254
C: -0.316318 -2.733261 -1.380441
O: 0.610011 -1.961103 -0.949041
H: -0.740484 -5.374312 -3.463719
H: -4.826204 -3.858849 -1.637643
H: -5.267803 -2.181767 0.221029
H: -3.587155 -0.400382 0.560629

Force components x, y, z for each atom (eV/Å):
Cd -0.2379 -0.6024 -0.4537
C -0.7735 0.9464 0.7447
C -0.6512 -0.9371 0.1019
N 0.9100 1.6106 0.7839
C 0.2471 -1.6917 -0.3132
C 0.4186 -1.4531 0.2480
N -1.3268 0.1531 0.4095
C 1.0938 -0.8514 -1.4753
C 0.0681 0.3469 1.8269
N 0.2595 0.3465 -1.3147
C 0.0643 -1.1569 0.0257
C -0.9425 -0.9535 0.3985
N 1.5531 2.2241 0.5595
C -0.8499 -1.0361 0.7325
C -0.6750 0.9821 -1.0498
C 1.5884 -1.5743 -0.0189
C 0.7807 1.2124 -0.1946
C 0.1229 -0.9515 0.1477
C -2.1588 0.8462 -0.7067
C 0.6208 -0.0232 -3.0413
N -0.5467 0.7680 0.1293
H 0.2754 -0.8066 0.7904
H 0.3278 -0.1566 -0.1673
H 0.2562 -0.0634 0.0940
H -0.2210 0.3189 -0.3037
H 0.0043 0.3753 0.0049
H 0.1373 0.2526 -0.6797
H -0.2178 1.0717 0.1272
H 0.5114 0.8090 -0.1565
H -0.5386 -0.1399 0.1710
H 0.0102 -0.1084 0.1573
H -0.9697 0.2962 -0.7577
H 0.8124 0.3813 0.1430
H -1.0394 -0.7151 0.1713
H -0.0875 0.0328 0.1630
H 1.2153 0.5551 -0.3119
H -0.1715 -1.3289 -0.5967
H 0.5629 1.0184 -0.0284
H 0.7173 0.1834 -0.0673
H -0.4054 0.5519 0.6975
H -0.7034 -0.8512 0.2211
H 0.6938 -0.7847 1.3361
H -0.9925 -0.4568 0.4394
H -0.0280 0.2770 0.1399
Br 1.1292 0.2936 0.0945
C -1.1041 0.3732 0.4860
C -0.8666 0.0889 0.1618
C 0.9991 1.0206 1.0758
Br -0.3482 -0.2979 -0.1386
C -0.4327 0.1590 -0.9684
C -0.7049 -0.0168 2.2232
C 0.6313 -0.4864 -1.4605
C 0.3622 -0.5234 -0.5078
N -0.1506 0.1695 0.5430
C -1.6865 -0.0228 -0.2833
C 1.2905 -0.7412 -0.8157
O 0.2371 0.8854 0.9924
H 0.3010 -0.6782 -0.6555
H 0.6140 0.6889 -0.0106
H -0.2220 0.1349 -0.2829
H 0.2367 0.0357 0.4192